# 1
60
Properties=species:S:1:pos:R:3:forces:R:3 method="wB97M-V/def2-TZVPD" gap_ev=8.351 e_above_lowest_ev=0.000 total_charge=0 total_energy_ev=-92850.324
H -0.53586 2.02996 1.50567 0.07 -0.16 -0.50
C 3.79675 -4.62912 1.89120 0.13 -0.26 -0.65
H 5.91074 0.74795 2.61092 -0.54 0.07 0.14
C 1.90622 0.58590 -0.27311 -0.10 -0.02 0.58
H -0.12353 -2.96588 -0.00369 0.16 0.77 0.34
H -3.95575 -0.78549 -3.07546 0.22 -0.14 0.00
H -0.83655 1.17526 -0.04079 0.46 -0.07 0.77
H 3.24455 -5.35068 1.27006 0.33 0.29 -0.01
H -1.05597 4.67316 -3.18190 0.18 0.10 -0.15
C -0.45198 3.79577 -2.93916 0.20 0.44 -0.08
O 4.37333 -3.05323 0.03264 -0.10 -0.26 0.98
N 3.44900 -2.29468 2.00677 -0.29 -0.28 -0.69
C 1.51861 -0.44709 -1.30120 -0.33 0.20 -0.55
C 0.12721 -1.09906 -1.11965 -0.02 0.12 -1.00
H -0.51251 0.09361 2.80396 -0.17 -0.24 -0.35
C -3.89485 1.66861 -1.98092 0.03 -0.21 0.33
H 4.78404 -5.06428 2.10171 -0.23 0.21 -0.21
H -4.25694 -1.34515 0.19568 -0.10 0.06 -0.06
H 2.92081 0.99864 -0.39676 -0.04 -0.41 0.39
H -4.51776 2.16209 -1.22721 0.11 0.07 -0.07
H -4.88028 0.29997 0.41198 0.07 -0.08 -0.06
H -5.26675 -0.59416 -1.07993 -0.06 -0.07 0.17
H 4.44847 1.79042 2.67387 0.34 -0.21 0.22
C -0.90480 -0.02223 1.77310 0.34 0.54 0.37
H -2.67659 -1.81582 -2.36185 0.01 0.08 -0.09
H 2.11320 -4.90917 3.21381 -0.12 0.19 0.26
P -2.99770 0.27065 -1.11738 -1.02 0.30 -0.44
H 1.50606 0.01741 -2.32356 0.17 -0.35 0.73
C 3.01598 -4.30468 3.15774 0.23 -0.26 0.26
H 1.68986 1.56606 1.58178 0.02 0.26 -0.78
H -0.64618 -0.33619 -1.28935 0.43 -0.25 -0.08
H -1.99685 0.15590 1.85568 0.43 -0.24 -0.09
C 3.94558 -3.28312 1.15756 -0.48 0.43 0.59
H -2.69165 2.33671 -3.66605 -0.08 -0.07 0.05
C 2.70570 -2.81879 3.07249 -0.07 0.62 -0.54
C -0.61396 -1.41136 1.30802 0.00 -0.59 0.03
C -2.95667 -0.79089 -2.62202 0.09 -0.28 0.02
H -2.47445 4.80901 -1.13111 0.08 0.01 0.20
H -4.56906 1.21054 -2.71380 -0.07 0.20 0.13
C -4.49611 -0.41290 -0.32408 -0.16 -0.31 0.10
C -1.94252 4.04445 -0.55410 0.30 0.15 0.20
H 0.52043 4.10108 -2.54326 -0.09 0.08 -0.11
P -1.31095 2.76855 -1.71756 -0.72 -0.01 -0.62
H 0.05536 -1.83454 -1.94314 -0.13 0.46 0.14
H -2.23088 -0.40810 -3.34849 -0.08 -0.05 0.14
H 2.29853 -1.23941 -1.32683 -0.31 0.47 0.09
C -0.30879 1.11467 0.92455 -1.02 -0.33 0.33
H -0.74947 -2.15558 2.09687 -0.11 0.03 -0.27
H -1.11507 4.50731 -0.01051 -0.10 0.01 0.04
C 1.15884 1.08308 0.74071 1.32 -0.01 0.15
O 1.92470 -2.17731 3.75823 0.86 -0.54 -0.41
H 4.64063 0.45997 3.85241 -0.02 -0.04 -0.37
C -0.19272 -1.86334 0.12125 0.04 -0.65 0.60
C 4.82225 0.76307 2.81109 0.41 1.00 -0.28
H -3.35438 3.65129 -2.68716 -0.02 -0.11 -0.22
C -2.93229 2.64118 -2.64277 0.43 0.07 -0.09
H 3.62609 -4.49920 4.05200 -0.35 0.14 -0.12
H -2.63001 3.60528 0.17771 0.13 0.00 -0.13
H -0.28200 3.20498 -3.84351 -0.01 0.07 0.08
Zn 3.85887 -0.42106 1.62686 -0.61 -0.89 0.58



# 2
9
Properties=species:S:1:pos:R:3:forces:R:3 method="wB97M-V/def2-TZVPD" smiles="[H]/N=c1/nc[nH]o1" gap_ev=10.150 e_above_lowest_ev=3.742 total_charge=0 total_energy_ev=-8636.753
N -0.20113 1.20650 0.02249 3.80 1.15 -0.03
H -2.29514 1.14335 0.20036 1.62 -0.97 -0.54
H -1.62601 -1.12782 0.46506 -4.94 -4.23 5.85
H 2.22905 -0.82596 -0.22858 0.43 2.73 1.17
N 2.00727 0.24576 0.02015 -2.21 -3.40 -2.35
N -1.21962 -0.73475 -0.21958 2.38 2.02 -4.43
C -1.27424 0.63915 0.02374 -5.24 -0.36 -0.18
C 0.71342 0.12548 -0.08340 4.75 1.29 2.53
O 0.11892 -1.09999 0.14496 -0.60 1.78 -2.01



# 3
43
Properties=species:S:1:pos:R:3:forces:R:3 method="wB97M-V/def2-TZVPD" gap_ev=7.749 total_charge=0 total_energy_ev=-56799.991
C 1.98810 2.05560 0.38936 -0.16 1.26 0.26
H -3.35268 -1.90230 1.84676 0.43 0.83 -0.67
H 3.92618 0.04241 -1.43178 -1.06 0.53 0.49
H 0.78298 -1.03876 1.80268 1.03 0.14 0.38
C -1.56177 1.07290 -0.38645 -0.44 -1.73 0.28
C -3.15521 -3.18415 -1.87443 -1.00 0.51 0.56
C -0.83734 2.19376 -1.23717 -0.58 -1.29 0.16
H -1.55071 0.07818 -3.44107 0.07 -0.38 1.12
H 1.80507 -1.36570 -1.62185 0.43 0.55 1.09
C -2.29553 -1.43180 -0.07625 -1.21 1.88 2.34
C -2.85072 0.30572 1.76720 0.56 0.23 -0.72
C 2.91352 0.43801 -1.10905 0.48 -1.25 -0.50
H -1.62249 2.70928 -1.86789 0.83 -0.21 0.78
H 1.20703 1.36622 0.81090 0.70 0.37 -0.64
H 1.69221 4.09412 -0.40449 -0.53 -1.13 -0.37
C -2.37963 -2.93041 -0.52354 1.23 0.19 -0.19
H -2.88190 -3.52350 0.29334 0.32 0.65 -0.99
C -2.88461 -1.10340 1.22368 1.21 0.92 -1.79
H 2.32287 2.70901 1.25314 -0.26 -0.93 -0.90
H 1.69355 -1.56203 3.26569 0.16 0.67 -1.02
H -1.32818 -3.33909 -0.62983 -1.18 0.44 0.03
H 1.84093 0.15797 2.69884 -0.21 -1.13 -0.40
H 2.45090 0.86417 -2.05434 0.24 -0.21 1.14
H -0.14621 1.65729 -1.94485 -0.63 0.48 0.60
H 3.79879 -0.45984 1.50986 -1.03 -0.76 -0.44
O -4.32125 -2.97171 -2.00828 1.30 -0.16 0.26
H 1.59690 2.87121 -1.72245 -0.50 -0.11 0.93
S -0.96578 -0.77056 -2.51480 -0.36 0.50 0.47
I -2.08234 -4.02031 -3.60173 -0.12 -0.12 0.50
C 1.76286 -0.91176 2.34417 -0.04 0.20 0.30
S -2.98164 2.35454 3.02925 0.26 -0.70 -1.22
O 3.17061 1.41324 -0.09334 -1.08 -0.15 -0.38
C -2.18068 1.41243 0.95595 -0.15 -0.69 0.20
C -1.64986 -0.31206 -0.87429 -0.74 1.83 1.28
O -0.10932 3.10124 -0.41329 0.14 -0.40 -1.18
H 1.05776 -0.49775 -0.24663 1.21 -0.36 -0.15
C 3.03167 -1.29457 1.47270 0.50 -0.45 1.58
N -2.19976 2.66628 1.58102 -1.08 -3.76 0.51
H 3.53385 -2.15782 2.01062 -0.56 0.83 -0.89
C 1.30488 3.05824 -0.65338 0.87 0.55 1.01
O 2.75320 -1.76621 0.15042 -0.37 1.15 0.33
C 2.06600 -0.81640 -0.66351 -0.48 0.30 -1.23
N -3.36225 0.73831 2.98916 1.80 0.91 -2.94